Computed, not measured: C20H31N4Pd as an isolated structure in a non-equilibrium geometry, with ωB97M-V/def2-TZVPD.

Output
- 2S+1 = 5
- frontier orbital gap (spin up / spin down) (eV) = 7.467 / 5.953
- energy (Ha) = -1127.1416
- maximum force (eV Å⁻¹) = 1.9
- charge = +1
- molecular weight (g/mol) = 433.92

```
56
Properties=species:S:1:pos:R:3:forces:R:3:lowdin_charge:R:1
C 1.84315 -2.84868 -0.93232 -0.194 0.392 0.064 -0.3888
C 0.46886 -3.25384 -1.24823 -0.617 -0.046 -0.430 -0.0788
C 2.75166 -2.41868 -2.00047 0.536 -0.006 -0.629 -0.0951
C 2.33653 -2.80468 0.45207 0.506 0.152 0.516 -0.0839
H 3.73922 -2.89995 -1.88862 -0.182 0.220 -0.158 0.0944
H 2.91403 -1.32452 -1.96568 0.084 -0.214 -0.110 0.0555
H 2.35808 -2.66295 -2.99820 0.209 0.058 0.255 0.0775
H 0.35489 -4.34717 -1.24752 -0.145 0.018 0.042 0.0937
H 0.18603 -2.89976 -2.25381 0.010 -0.219 0.320 0.0666
H -0.26991 -2.84961 -0.54050 0.095 -0.147 0.019 0.0566
H 2.57004 -3.80748 0.84526 -0.051 0.140 0.051 0.0948
H 1.63110 -2.33581 1.15562 0.013 -0.165 -0.099 0.0590
H 3.27103 -2.21857 0.48580 -0.243 -0.270 0.158 0.0708
C 0.27385 2.07161 -2.60369 -1.635 -0.140 0.341 -0.1807
C 1.14090 1.10885 -3.23149 -0.191 -0.089 -0.336 -0.0755
C 0.46248 -0.12822 -3.30850 -0.979 -0.062 0.304 -0.0820
H 2.12612 1.31838 -3.64601 -0.373 -0.089 0.109 0.1168
C -0.80618 0.00473 -2.69392 0.720 -0.199 -0.947 -0.0812
C -0.96003 1.37916 -2.25448 1.196 1.345 -0.683 -0.2025
H -1.87494 1.88743 -1.95324 0.224 -0.280 -0.227 0.1036
H 0.41722 3.15053 -2.51207 0.004 -0.495 -0.264 0.1154
H 0.81447 -1.00066 -3.85276 -0.022 0.173 0.383 0.1066
H -1.59186 -0.75250 -2.67708 0.388 0.227 0.085 0.1158
C 1.70126 2.01487 1.09743 1.102 0.098 -0.301 -0.1792
C 1.98114 2.72597 -0.13381 0.245 -0.382 0.019 -0.1673
C 2.85788 1.88926 -0.91450 -0.284 1.126 0.324 -0.1009
H 1.63737 3.73364 -0.36712 0.268 -0.364 0.043 0.1184
C 3.21291 0.75711 -0.13450 -0.456 -0.060 0.664 -0.0555
C 2.46997 0.79024 1.07177 -0.131 0.560 0.012 -0.0904
H 2.54929 0.08139 1.89672 -0.084 0.195 -0.392 0.1135
H 1.17096 2.44322 1.94538 0.209 -0.222 -0.224 0.1075
H 3.24816 2.13497 -1.89938 -0.029 -0.024 0.429 0.1116
H 3.99865 0.04803 -0.37940 -0.396 0.004 -0.042 0.1165
Pd 0.41320 1.23500 -0.55348 1.495 -0.999 -0.351 0.9523
C -2.17591 -0.28683 0.24813 -0.670 -0.269 0.708 -0.1584
N -1.12202 0.63100 0.79735 -0.469 -0.332 -0.009 -0.1860
C -0.63152 -0.04070 2.03534 -0.701 -0.250 0.778 -0.1645
N -1.70250 -0.16759 3.03333 -0.239 0.263 -0.378 -0.0813
C -2.79041 -0.99852 2.46613 0.323 0.102 -0.235 -0.1470
N -3.29404 -0.43441 1.19324 0.349 0.353 0.189 -0.0807
C -3.85428 0.90051 1.49916 0.374 -0.035 0.208 -0.1436
N -2.83394 1.80117 2.09877 0.376 -0.407 -0.235 -0.0808
C -1.74375 1.95056 1.12267 -0.826 0.024 0.826 -0.1748
C -2.26596 1.17259 3.32090 -0.092 -0.172 -0.415 -0.1410
H -1.71831 -1.27850 0.10062 -0.100 0.407 -0.100 0.1148
H -2.57030 0.08593 -0.70038 0.150 0.081 0.212 0.1065
H 0.19765 0.51022 2.48312 -0.164 -0.006 -0.160 0.1034
H -0.30571 -1.05659 1.76205 0.096 0.390 0.018 0.1208
H -3.62009 -1.03568 3.18902 0.320 -0.108 -0.271 0.1340
H -2.39689 -2.00982 2.27858 -0.202 0.273 0.111 0.1331
H -4.22078 1.36142 0.57205 -0.003 -0.103 0.247 0.1306
H -4.68238 0.77405 2.21196 0.229 0.099 -0.288 0.1339
H -0.97484 2.61974 1.54382 -0.315 -0.276 -0.209 0.1143
H -2.15959 2.39411 0.20335 0.261 -0.191 0.302 0.1173
H -3.06226 1.06109 4.07083 0.284 0.100 -0.210 0.1335
H -1.46969 1.82496 3.71071 -0.277 -0.182 -0.036 0.1309
```
Forces are in eV/Å.

---

Computed, not measured: C9H20FINO7S2 as an isolated structure, with ωB97M-V/def2-TZVPD.

Output
- frontier orbital gap (eV) = 8.387
- energy (Ha) = -2130.2951
- maximum force (eV Å⁻¹) = 0.2
- charge = -1
- molecular weight (g/mol) = 464.29

```
41
Properties=species:S:1:pos:R:3:forces:R:3:lowdin_charge:R:1
C 2.79829 -0.53746 0.05569 -0.043 0.033 -0.018 -0.0923
C 2.01859 -0.66023 1.36571 0.033 0.187 -0.025 -0.2309
C 2.71775 -1.46227 2.43502 0.017 -0.064 -0.009 -0.3779
F 3.95656 -0.89276 2.71518 -0.083 -0.073 0.046 -0.0339
S 3.04105 -3.22887 2.05286 -0.013 0.156 -0.017 0.5381
O 4.24219 -3.29551 1.25984 -0.050 -0.041 -0.008 -0.3366
O 3.03173 -3.90461 3.32644 0.061 0.027 -0.047 -0.3235
N 1.69837 -3.50493 1.21233 0.002 -0.187 0.096 -0.3782
S 1.49424 -4.79628 0.36063 -0.038 0.146 0.168 0.1210
O 0.10146 -4.94396 0.04627 0.052 -0.046 -0.007 -0.4101
O 2.25235 -5.94390 0.76907 -0.068 0.005 0.005 -0.3908
I 2.48566 -4.22365 -1.85595 0.061 0.024 -0.184 0.4197
H 3.49249 0.30266 0.09363 0.071 -0.040 0.022 0.0708
H 3.36973 -1.43838 -0.16209 -0.044 -0.018 -0.027 0.0359
H 2.10811 -0.36782 -0.77049 -0.009 0.012 -0.011 0.0601
H 1.85382 0.33511 1.79143 -0.035 0.010 0.004 0.1095
H 1.03507 -1.09145 1.19468 0.034 -0.104 0.000 0.0947
H 2.15006 -1.48827 3.36677 -0.011 0.012 -0.011 0.1261
C -0.92109 4.53722 0.21424 0.018 0.057 -0.038 -0.1220
O -1.32643 3.69086 -0.83323 -0.092 -0.151 0.097 -0.1928
C -0.27996 2.94274 -1.42696 0.093 0.085 -0.088 -0.1993
C -0.66038 1.49580 -1.65056 0.029 0.006 -0.046 -0.1818
O -0.76460 0.72694 -0.46941 0.130 -0.072 0.054 -0.1239
C -1.88512 0.88379 0.37838 -0.038 -0.027 0.045 -0.1813
C -3.17346 0.30233 -0.16000 -0.115 -0.070 0.076 -0.1984
O -3.69808 1.06390 -1.23375 0.191 0.072 -0.071 -0.1961
C -4.22087 0.29674 -2.29127 -0.078 -0.019 0.020 -0.1202
H -0.43531 5.44663 -0.16006 0.033 -0.014 0.001 0.0849
H -1.81461 4.82275 0.76864 -0.003 0.024 -0.024 0.0856
H -0.23141 4.02971 0.89753 -0.015 -0.008 0.009 0.0878
H 0.62114 2.98063 -0.80469 -0.027 -0.021 0.038 0.1237
H -0.03306 3.37972 -2.40413 0.054 0.019 0.023 0.1251
H 0.17047 1.04188 -2.19731 -0.051 -0.025 -0.046 0.1275
H -1.55517 1.41905 -2.27218 -0.062 0.076 0.097 0.1184
H -2.02629 1.92259 0.68769 -0.037 0.023 -0.135 0.1176
H -1.63462 0.29762 1.26638 0.010 0.058 0.030 0.1295
H -3.90176 0.28566 0.66244 -0.011 -0.066 -0.009 0.1255
H -2.99386 -0.73227 -0.47146 0.036 0.019 -0.034 0.1285
H -3.55589 -0.53311 -2.55323 0.010 0.013 -0.008 0.0899
H -4.31802 0.95375 -3.15514 -0.030 0.010 0.016 0.0849
H -5.20916 -0.11232 -2.04894 0.013 -0.028 0.015 0.0851
```
Forces are in eV/Å.

---

Computed, not measured: one molecule with the formula C20H30N2O3, with ωB97M-V/def2-TZVPD.

Output
- frontier orbital gap (eV) = 9.319
- energy (Ha) = -1115.3643
- structure (SMILES) = CCCCNC(=O)N1CCC[C@H](C(=O)c2cc(C)c(OC)c(C)c2)C1
- maximum force (eV Å⁻¹) = 0.6
- charge = 0
- molecular weight (g/mol) = 346.47

```
55
Properties=species:S:1:pos:R:3:forces:R:3:lowdin_charge:R:1
C 6.80904 4.33644 1.30682 -0.187 0.095 -0.129 -0.1156
C 5.31146 4.55095 1.11988 0.055 -0.086 0.275 -0.2698
C 4.45807 3.54562 1.89250 0.079 -0.023 -0.338 -0.2089
C 4.59436 2.11870 1.36190 -0.045 0.289 -0.026 -0.1941
N 3.64306 1.24011 2.00690 0.071 0.096 0.304 0.0652
C 2.91657 0.33983 1.27818 0.092 -0.090 0.326 -0.5261
O 2.95780 0.31003 0.06243 -0.039 0.006 -0.436 0.0582
N 2.16164 -0.55594 2.00896 0.014 -0.197 -0.062 -0.0504
C 1.57876 -0.25931 3.29957 -0.114 0.362 0.175 -0.1568
C 0.20729 0.39984 3.12331 0.047 -0.241 0.081 -0.1580
C -0.70879 -0.51985 2.32088 0.043 0.265 -0.096 -0.1428
C -0.05555 -0.88853 0.97935 0.131 -0.402 0.274 -0.2230
C -0.92230 -1.92728 0.28896 0.221 0.294 0.133 -0.3230
O -0.85282 -3.09846 0.59795 0.045 0.011 0.002 0.1025
C -1.86804 -1.46447 -0.75369 -0.409 -0.155 -0.420 -0.1261
C -2.37873 -2.42203 -1.62797 0.025 0.198 0.108 0.0325
C -3.27602 -2.08862 -2.62706 -0.090 0.122 -0.102 -0.1816
C -3.78973 -3.13379 -3.57051 -0.049 0.048 -0.025 -0.0290
C -3.68975 -0.75760 -2.73681 0.084 -0.001 0.199 -0.2013
O -4.57662 -0.39382 -3.73771 0.591 -0.078 0.166 -0.1225
C -5.93420 -0.51110 -3.36910 -0.277 -0.004 0.056 -0.0701
C -3.18787 0.22249 -1.87482 -0.183 0.014 -0.233 -0.1832
C -3.62560 1.65066 -2.00877 -0.062 -0.030 -0.031 -0.0294
C -2.27747 -0.14171 -0.89578 0.065 -0.293 -0.017 0.0201
C 1.34014 -1.47262 1.24517 -0.040 -0.126 -0.419 -0.1084
H 7.12355 3.38681 0.88282 0.121 -0.099 -0.016 0.0636
H 7.06750 4.34710 2.36376 0.079 -0.016 0.116 0.0725
H 7.36639 5.12806 0.81144 0.136 0.024 -0.022 0.0676
H 5.06537 4.48725 0.05826 -0.069 0.073 -0.049 0.1068
H 5.05412 5.55674 1.46042 -0.033 0.014 -0.093 0.1026
H 4.73709 3.56891 2.94946 -0.046 0.043 0.094 0.1086
H 3.40856 3.83854 1.81805 -0.032 -0.061 0.066 0.1104
H 4.36995 2.08539 0.29351 0.117 0.006 0.108 0.1228
H 5.61479 1.74899 1.51616 -0.072 0.007 -0.110 0.1205
H 3.79253 1.07339 2.98751 -0.087 -0.099 -0.085 0.1245
H 2.22985 0.38551 3.88976 -0.028 -0.117 0.017 0.1071
H 1.46305 -1.20760 3.83601 0.054 0.088 0.046 0.1296
H -0.23201 0.60758 4.10043 -0.007 0.064 0.020 0.1126
H 0.33652 1.34717 2.59450 0.015 0.078 0.042 0.1196
H -1.67435 -0.03844 2.15059 -0.053 -0.045 0.048 0.1153
H -0.88740 -1.43927 2.88414 -0.050 -0.044 -0.005 0.1277
H 0.06138 0.00095 0.35727 -0.022 -0.019 0.002 0.1414
H -2.04969 -3.44453 -1.51515 0.032 -0.099 0.001 0.1266
H -3.00244 -3.84450 -3.80961 0.015 -0.071 -0.032 0.0831
H -4.61220 -3.68615 -3.11454 -0.061 -0.060 -0.049 0.0870
H -4.14635 -2.67257 -4.48819 -0.030 -0.073 -0.057 0.0810
H -6.17753 0.14522 -2.52640 0.019 -0.020 -0.033 0.0927
H -6.19025 -1.54078 -3.09867 0.020 0.029 -0.016 0.0911
H -6.51256 -0.21059 -4.24115 -0.050 -0.022 0.062 0.0952
H -4.00572 1.83507 -3.01018 -0.023 0.097 -0.001 0.0808
H -4.41540 1.87494 -1.29053 -0.056 0.086 -0.004 0.0866
H -2.79336 2.32302 -1.81418 0.026 0.076 0.018 0.0819
H -1.90824 0.62560 -0.23296 0.104 0.106 0.074 0.1154
H 1.84516 -1.66677 0.29826 -0.072 -0.084 0.147 0.1341
H 1.24548 -2.40828 1.80263 -0.014 0.064 -0.055 0.1330
```
Forces are in eV/Å.

---

Computed, not measured: C11H34AsBeF6O10Ti2 as an isolated structure in a non-equilibrium geometry, with ωB97M-V/def2-TZVPD.

Output
- 2S+1 = 7
- frontier orbital gap (spin up / spin down) (eV) = 5.393 / 2.498
- energy (Ha) = -5739.2693
- maximum force (eV Å⁻¹) = 1.9
- charge = +3
- molecular weight (g/mol) = 620.04

```
65
Properties=species:S:1:pos:R:3:forces:R:3:lowdin_charge:R:1
Ti 4.09033 -2.51659 -1.97926 -0.728 0.138 0.348 0.9780
Ti 1.25330 -4.49350 -1.25033 -0.662 0.531 -0.542 1.1174
Be 3.91415 -2.31956 1.65531 -0.104 1.075 -0.375 0.6089
As 0.44955 -1.02285 -0.48158 -1.165 0.167 0.377 0.7424
F -0.73595 -0.86175 -1.70249 -0.079 0.063 -0.049 -0.1935
F -0.28676 0.08514 0.57258 -0.250 -0.053 -0.047 -0.1849
F 1.70044 -1.36760 0.64776 0.266 0.275 -0.153 -0.3242
F 1.30611 -2.18864 -1.58184 0.615 -0.824 -0.544 -0.4311
F 1.31402 0.27082 -1.23918 0.452 -0.136 0.160 -0.2409
F -0.40420 -2.41518 0.12027 0.264 -0.268 -0.069 -0.2328
C 3.38956 0.45457 -3.44745 -0.425 -0.591 -0.546 -0.0482
O 4.20394 -0.77735 -3.53009 0.323 -0.459 1.428 -0.2118
H 2.64008 0.36616 -4.22983 0.033 -0.116 -0.030 0.0883
H 2.89427 0.46325 -2.48302 0.337 0.431 -0.034 0.0425
H 3.99794 1.31965 -3.68755 0.126 0.016 0.299 0.1160
H 5.08626 -0.50764 -3.22808 0.171 0.178 -0.640 0.0992
C 3.40206 0.36330 4.08891 0.586 0.229 -0.373 -0.0501
O 3.56291 -0.21102 2.75190 -0.018 -1.241 -0.395 -0.2602
H 4.39028 0.53455 4.51209 -0.036 0.004 0.032 0.0941
H 2.90179 1.31650 3.94248 -0.211 -0.059 0.363 0.0960
H 2.85004 -0.31447 4.72936 -0.199 -0.041 -0.189 0.0908
H 3.57628 0.51918 2.12030 0.081 0.124 0.117 0.0342
C 0.28740 2.28400 -4.54554 0.270 -0.531 -0.776 -0.0840
O 0.87876 2.45186 -3.24421 -0.696 0.631 0.686 -0.1432
H -0.79198 2.12879 -4.58216 -0.010 0.077 0.566 0.0933
H 0.51576 3.13950 -5.17405 0.175 0.133 0.240 0.1005
H 0.75414 1.40298 -4.99060 -0.094 0.097 -0.244 0.0754
H 0.91189 1.58924 -2.81610 -0.124 0.022 0.028 0.0367
C -1.09445 1.00255 4.12964 0.763 -0.191 1.734 -0.1484
O -0.59886 1.55308 2.92195 -0.252 0.190 -0.564 -0.1298
H -0.28543 1.12121 4.86286 -0.085 -0.043 -0.088 0.0807
H -1.94533 1.49871 4.60487 -0.149 0.201 -0.743 0.0917
H -1.30859 -0.06699 4.11258 -0.074 0.037 -0.465 0.0767
H -0.83388 0.98272 2.18870 -0.159 -0.047 0.249 0.0088
C -0.85175 3.60995 -0.31434 0.449 0.346 1.294 0.0149
O -0.04202 4.28709 -1.19219 -0.264 -0.577 -0.153 0.2467
H -0.51249 2.56926 -0.13895 -0.066 -0.139 -0.552 0.1299
H -0.85776 4.11981 0.64571 -0.262 0.289 -0.140 0.1322
H -1.87590 3.52322 -0.74232 -0.052 -0.069 -0.205 0.1880
H 0.12552 3.70296 -1.99648 0.437 -0.140 -0.555 0.1358
C 3.80865 2.56226 -0.32917 0.073 0.136 0.690 -0.1246
O 4.55376 1.85602 0.66305 0.079 0.118 0.339 -0.1105
H 3.76202 3.59530 0.01196 -0.054 -0.054 0.133 0.0969
H 4.31187 2.61474 -1.29644 -0.145 -0.415 -0.096 0.0806
H 2.79568 2.15400 -0.33662 -0.064 0.118 -0.570 0.0579
H 4.59668 0.91230 0.50001 0.107 -0.022 -0.519 0.0436
C -1.33295 -3.80397 -2.92635 -0.834 0.833 0.374 -0.0935
O -0.62893 -5.04510 -2.63804 0.749 1.092 0.475 -0.1833
H -1.43390 -3.16950 -2.04027 0.132 -0.419 0.183 0.0547
H -0.86095 -3.16295 -3.66928 0.299 -0.633 -0.312 0.0990
H -2.35070 -4.04267 -3.22487 0.083 0.031 -0.280 0.1116
H -1.31498 -5.71987 -2.70577 0.453 -0.483 0.169 0.1208
C -5.76804 -1.67631 0.83607 -0.394 -0.768 -1.090 -0.0293
C -4.79266 -1.84139 1.96753 -0.156 0.564 0.534 -0.3079
C -3.88659 -0.61792 2.17340 0.727 -0.104 0.863 -0.0913
O -3.89144 -0.38342 3.59695 -0.459 -0.274 -0.668 0.0286
C -5.02738 -0.96868 4.08133 -0.596 0.422 0.365 -0.5547
O -5.56593 -0.66677 5.08941 0.397 -0.183 0.166 0.2027
O -5.49677 -1.89168 3.22047 -0.014 -0.075 -0.381 0.0926
H -6.56953 -0.95677 0.99286 0.181 0.111 0.420 0.1026
H -6.23797 -2.63405 0.59823 -0.159 0.051 0.288 0.0906
H -5.29518 -1.41011 -0.11662 0.356 0.174 0.253 0.0829
H -4.24826 -2.78444 1.89869 0.187 0.123 -0.173 0.1501
H -4.26280 0.28002 1.68220 -0.032 -0.070 -0.155 0.1349
H -2.83517 -0.79599 1.94166 -0.101 -0.003 -0.457 0.1090
```
Forces are in eV/Å.

---

- charge of number 1 (C20H31N4Pd)?
  +1

---

- What is the maximum force in the fourth record?
  1.9 eV Å⁻¹